The following is a quantum chemistry calculation of one molecule with the formula C20H20ClN3O5 in a non-equilibrium geometry, from OMol25.

Bonds (Å) are listed after each position.
Geometry (Å):
1 C -2.45615 -4.54423 -0.65284  H2 1.089, O3 1.409, H48 1.094, H49 1.094
2 H -2.58393 -5.49446 -1.16850  C1 1.089
3 O -3.66564 -3.84586 -0.84082  C1 1.409, C4 1.354
4 C -3.79236 -2.60664 -0.30933  O3 1.354, C5 1.391, C9 1.397
5 C -2.81233 -1.96059 0.43634  C4 1.391, C6 1.386, H47 1.077
6 C -3.05019 -0.68558 0.92514  C5 1.386, C7 1.391, Cl46 1.727
7 C -4.25778 -0.03434 0.69361  C6 1.391, C8 1.392, O12 1.381
8 C -5.23063 -0.69341 -0.05244  C7 1.392, C9 1.376, H11 1.079
9 C -5.00785 -1.95876 -0.54481  C4 1.397, C8 1.376, H10 1.078
10 H -5.76099 -2.47235 -1.11979  C9 1.078
11 H -6.17258 -0.19741 -0.23079  C8 1.079
12 O -4.49260 1.22487 1.21036  C7 1.381, C13 1.420
13 C -4.38846 2.27586 0.26180  O12 1.420, C14 1.494, H44 1.098, H45 1.091
14 C -2.97206 2.43637 -0.18468  C13 1.494, C15 1.366, O18 1.345
15 C -1.95325 3.24164 0.23959  C14 1.366, C16 1.417, H43 1.068
16 C -0.83559 2.78280 -0.50027  C15 1.417, N17 1.313, C19 1.485
17 N -1.18477 1.79250 -1.28874  C16 1.313, O18 1.346
18 O -2.50037 1.57669 -1.10572  C14 1.345, N17 1.346
19 C 0.56172 3.27695 -0.40513  C16 1.485, O20 1.215, N21 1.349
20 O 0.85644 4.29895 0.18146  C19 1.215
21 N 1.44530 2.47659 -1.03593  C19 1.349, H22 1.009, C23 1.438
22 H 1.10830 1.61690 -1.44200  N21 1.009
23 C 2.86646 2.67245 -0.94259  N21 1.438, H24 1.092, H25 1.094, C26 1.540
24 H 3.03127 3.68475 -0.56755  C23 1.092
25 H 3.31287 2.56755 -1.93538  C23 1.094
26 C 3.52280 1.65942 0.01316  C23 1.540, C27 1.527, H31 1.099, O32 1.423
27 C 2.91964 1.74155 1.41324  C26 1.527, H28 1.088, H29 1.086, H30 1.087
28 H 1.86603 1.47347 1.37743  C27 1.088
29 H 3.00824 2.75511 1.79305  C27 1.086
30 H 3.42333 1.05989 2.09407  C27 1.087
31 H 4.59941 1.87732 0.04538  C26 1.099
32 O 3.30329 0.38002 -0.57070  C26 1.423, C33 1.357
33 C 4.01861 -0.69320 -0.14991  O32 1.357, C34 1.395, C38 1.398
34 C 5.09841 -0.67642 0.73327  C33 1.395, N35 1.321, H42 1.081
35 N 5.76262 -1.76436 1.07961  C34 1.321, C36 1.319
36 C 5.39613 -2.92822 0.57821  N35 1.319, C37 1.389, H41 1.081
37 C 4.33644 -3.06346 -0.30878  C36 1.389, C38 1.380, H40 1.079
38 C 3.64023 -1.93081 -0.67841  C33 1.398, C37 1.380, H39 1.079
39 H 2.81007 -1.97094 -1.36721  C38 1.079
40 H 4.06344 -4.03117 -0.70052  C37 1.079
41 H 5.97594 -3.78154 0.90149  C36 1.081
42 H 5.46075 0.23607 1.18613  C34 1.081
43 H -1.96918 4.02705 0.96330  C15 1.068
44 H -5.03065 2.07890 -0.60685  C13 1.098
45 H -4.72109 3.17530 0.78189  C13 1.091
46 Cl -1.81651 0.10184 1.84131  C6 1.727
47 H -1.86033 -2.42085 0.64287  C5 1.077
48 H -1.61076 -4.00496 -1.09064  C1 1.094
49 H -2.26168 -4.73126 0.40761  C1 1.094

Calculated values
E (eV): -48293.055
SMILES: COc1ccc(OCc2cc(C(=O)NC[C@@H](C)Oc3cccnc3)no2)c(Cl)c1
2S+1: 1
Energy above the lowest of the compared OMol25 structures with the same formula, charge and spin (eV): 3.545
Max |F| (hartree/bohr): 0.021
E_LUMO (Eh): 0.0173
HOMO-LUMO gap (eV): 9.08